Below is a molecular structure, C45H47N5O2Sc at a distorted geometry, with properties calculated with wB97M-V/def2-TZVPD.

Properties
highest occupied orbital energy: -0.44 eV
Kohn-Sham gap: 2.5 eV
calculated total energy: -2928.0600 hartree

The geometry in ORCA input format:
```
! RIJCOSX wB97M-V def2-TZVPD def2/J DEFGRID3
* xyz -1 1
H 5.01 1.49 1.91
H -0.27 5.28 3.58
H 0.62 2.34 -2.15
C -5.52 0.34 0.88
H -3.26 -1.29 -0.44
H 1.68 -6.27 -2.33
C 2.87 1.44 5.12
H -0.92 -2.75 -2.98
C -2.78 -4.61 -0.89
H 2.06 3.27 -1.65
O -0.82 -1.80 0.26
N 2.23 -0.01 -2.58
H -1.20 3.02 -0.94
C 2.31 1.07 3.90
C -2.46 -3.26 -0.74
H 6.00 2.16 4.07
C -0.02 -3.88 -0.61
H -4.39 5.74 2.54
H -6.13 -1.21 2.24
C -3.49 -2.34 -0.58
H 2.62 -6.69 -0.08
H 4.02 -0.25 -1.57
C -2.35 1.40 -1.79
C -1.15 4.94 3.05
H -4.29 3.71 1.18
C 4.97 1.85 4.03
C 3.08 1.09 2.74
C 4.20 1.83 5.18
C -3.40 1.33 -2.64
C -3.64 0.20 -3.49
H 2.85 2.63 0.82
C -1.69 -0.84 -2.48
H 0.72 1.97 0.11
N -1.35 0.35 -1.74
H -3.93 -1.31 3.37
C -5.13 -4.10 -0.77
N 1.50 1.60 -0.44
H 4.63 2.13 6.13
C -0.81 -2.01 -2.19
C -3.46 5.20 2.46
H 1.20 -1.71 0.39
C 3.26 -0.88 -2.05
C 1.44 -5.15 0.85
C 0.50 -4.14 0.65
N 2.00 -1.17 0.06
C 1.89 -5.91 -0.22
O -0.86 1.45 0.98
H 2.64 -1.29 2.06
C 2.72 -1.86 -1.01
H -2.95 3.24 -0.93
H -0.18 3.21 2.21
C 0.41 -4.67 -1.67
C -5.33 -0.55 1.93
H 1.84 -5.33 1.84
C -2.16 2.50 -0.80
C -2.09 2.06 0.71
C -4.09 -0.61 2.56
C 1.36 -5.67 -1.48
H 1.27 0.78 3.82
H -2.09 0.16 2.61
C -2.76 -0.90 -3.31
C 2.67 1.63 0.40
H 3.55 -2.45 -0.61
C -4.11 -5.03 -0.90
C -3.40 4.05 1.69
C -2.34 5.65 3.15
H -6.47 0.38 0.37
H -2.39 6.55 3.76
C -1.10 3.78 2.28
H 0.01 -4.51 -2.66
C -3.24 1.12 1.09
Sc -0.18 -0.01 -0.15
H 2.31 1.76 -3.71
H -2.94 -1.84 -3.83
H 0.24 -1.66 -2.18
H 3.56 1.61 -2.49
C -4.48 1.17 0.47
H 1.74 -0.39 -3.37
C -2.21 3.32 1.59
C -4.82 -2.76 -0.60
H 2.26 1.43 6.01
H -4.34 -6.08 -1.01
H -4.10 2.16 -2.65
C 4.41 1.47 2.81
C -3.06 0.22 2.14
H 2.04 -2.56 -1.49
C 2.49 1.42 -2.69
H -2.01 -5.35 -1.00
H -4.48 0.17 -4.18
C -1.03 -2.72 -0.78
H 3.56 1.37 -0.19
H -5.60 -2.02 -0.50
N 2.47 0.70 1.51
H 0.15 -3.54 1.48
H 3.86 -0.78 0.89
H -6.17 -4.42 -0.78
C 1.63 2.26 -1.73
C 2.80 -0.69 1.16
H -4.64 1.83 -0.37
H 3.79 -1.45 -2.83
*
```

***

Below is a molecular structure, C45H48BiClFNO7P2S4Si at a distorted geometry, with properties calculated with wB97M-V/def2-TZVPD.

Properties
relative energy (zero: lowest compared OMol25 entry of this formula, charge and spin): 0.000 eV
highest occupied orbital energy (alpha / beta): -0.53 / -0.53 eV
Kohn-Sham gap (alpha / beta): 3.3 / 3.3 eV
calculated total energy: -5664.7754 hartree

The geometry in ORCA input format:
```
! RIJCOSX wB97M-V def2-TZVPD def2/J DEFGRID3
* xyz -2 1
C -3.92 -0.21 3.79
H 1.96 5.57 1.45
H -4.84 -2.14 5.56
H 0.68 -5.64 -1.07
H -5.12 -4.12 4.08
C -2.25 1.50 3.44
C -2.60 -1.97 2.01
H -2.98 1.35 -2.20
H -0.33 -3.37 -4.85
H 5.15 -3.55 -4.18
O -2.87 -1.91 -1.59
O -0.77 -2.80 0.59
C -5.85 0.23 5.45
C 3.02 -1.74 3.01
C 2.06 -4.59 -3.26
C -3.66 -2.35 2.81
P 0.61 -3.76 -2.58
H -0.05 4.17 1.85
H 2.48 1.95 -5.18
H -4.57 2.74 5.52
H 4.55 -0.50 -4.25
C 3.13 -3.71 -3.55
C 1.83 5.09 -4.05
H 5.17 -2.36 -2.33
C -2.76 0.22 3.10
H -2.59 5.87 -2.03
C -0.67 -3.87 -3.94
H -7.16 -1.46 5.50
H -2.16 5.51 2.19
C -0.99 4.65 -1.41
C 2.23 4.07 -4.93
H -6.58 1.03 5.51
S 5.11 -3.33 3.06
H 3.98 2.25 -0.46
C -2.09 5.48 -1.17
C 4.50 -5.62 -4.19
H -0.64 4.43 -2.39
H -5.47 0.03 6.48
C 1.66 3.46 -2.30
C 4.98 -2.60 4.65
H 4.18 -2.23 -0.89
Bi 0.27 -0.89 0.15
H 5.43 -6.02 -4.58
C 2.70 3.71 0.49
H -4.04 -3.35 2.74
C -2.47 -0.75 -1.63
C 4.34 -4.24 -3.97
H -4.33 0.36 -1.48
C 1.64 4.79 -2.74
O -1.29 -0.29 -1.32
C 3.57 -1.00 -4.53
C -4.14 2.02 4.83
N -4.36 -1.51 3.63
C 2.23 -5.98 -3.42
C 2.67 5.26 0.68
C -3.50 0.35 -2.17
H 3.66 3.27 2.32
C -0.12 -5.14 -1.63
H -6.61 -3.62 5.01
H 1.29 5.56 -2.07
C 3.65 -2.77 2.26
C 1.87 2.42 -3.21
Si 1.20 2.98 -0.51
H 1.87 1.43 -2.85
H -0.91 -4.67 -0.98
C -2.05 -0.64 2.18
H -1.28 1.74 3.03
C -1.84 -3.05 1.32
C -5.35 -2.00 4.59
C 4.35 -1.79 -1.92
H -6.49 -3.35 3.21
C -6.47 -1.01 4.82
F -2.46 3.67 4.31
C -5.93 -3.38 4.18
C -2.54 5.78 0.10
O -2.29 -4.23 1.29
C -4.63 0.72 4.70
H 1.85 3.40 2.46
H 2.54 1.94 1.80
H 3.65 5.69 0.98
C -0.65 4.56 1.01
H 4.73 -0.77 -1.75
O 0.86 1.52 -0.09
H -0.97 -4.91 -4.18
C -1.80 5.32 1.20
H -1.57 -3.41 -3.50
C 2.70 3.04 1.86
Cl -4.32 0.03 -3.76
C 3.99 3.33 -0.27
H 2.84 -0.28 -4.92
H -0.63 -5.82 -2.32
H 4.85 3.55 0.37
C 3.43 -6.49 -3.90
H 4.09 3.88 -1.22
C -0.30 4.18 -0.28
H 3.78 -1.72 -5.29
H -7.00 -0.73 3.92
H 1.72 6.10 -4.43
S 3.21 -3.47 0.81
P 2.93 -1.90 -3.02
S 3.46 -1.60 4.69
C -2.93 2.40 4.23
H -3.47 6.37 0.27
O 6.03 -2.58 5.29
C 2.20 2.76 -4.55
H 2.32 5.84 -0.20
H 3.54 -7.53 -4.15
H 2.58 4.34 -5.91
O -1.18 -0.03 1.47
S 2.09 -0.54 2.37
H 1.45 -6.64 -3.06
*
```

***

> The highest calculated total energy belongs to which entry?

C45H47N5O2Sc